ORCA calculation (ωB97M-V/def2-TZVPD) on a structure of composition C5H8O3Tl at a distorted geometry.

Geometry as XYZ:
```
17
Properties=species:S:1:pos:R:3:forces:R:3
O 0.518 -0.392 -1.147 -0.613 1.356 1.596
C -0.267 0.158 0.050 0.497 -0.803 -1.455
C -1.012 -1.097 0.496 0.177 -0.027 0.120
O -1.120 -1.875 -0.680 -0.303 -0.137 0.215
C 0.026 -1.626 -1.513 -0.231 -0.085 0.400
O -0.228 -1.882 -2.742 -0.130 -0.076 -0.374
Tl -2.404 -2.621 -2.834 0.221 0.068 -0.060
C 0.650 0.767 1.088 0.201 -0.252 0.024
C 1.320 2.056 0.625 0.138 0.182 -0.130
H -0.973 0.910 -0.343 0.287 -0.224 -0.004
H -2.018 -0.886 0.876 0.241 -0.055 -0.038
H -0.427 -1.653 1.247 -0.170 0.176 -0.080
H 0.058 0.961 1.998 0.057 -0.063 -0.241
H 1.406 0.014 1.360 -0.190 0.197 -0.088
H 1.972 2.461 1.410 -0.174 -0.087 -0.194
H 0.568 2.821 0.379 0.197 -0.179 0.061
H 1.933 1.884 -0.270 -0.204 0.009 0.249
```
Forces are in eV/Å.

As for the energy above the lowest of the compared OMol25 structures with the same formula, charge and spin: 83.32 kJ/mol. The value obtained for the gap between HOMO and LUMO (alpha / beta) is 5.6 / 9.4 eV. As for the expectation value of S²: 0.7541. As for the strongest force on any atom: 2.2 eV/A. The LUMO energy (alpha / beta) is -0.0026 / -0.0070 Eh. Its total energy is -16148.724 eV. The spin multiplicity is 2.

In elementary charge units, the Mulliken charges are: -0.2284, 0.3608, -0.6257, -0.2776, 0.0847, -0.6186, 0.5914, -0.4886, -1.2014, 0.2297, 0.2874, 0.3308, 0.2903, 0.3084, 0.3555, 0.3082, 0.2931